Molecular formula: C3H6N2O3
Method: DFT, ωB97M-V/def2-TZVPD

For the largest force on an atom, the calculation gives 6.97 eV/A. For the relative energy (zero: lowest compared OMol25 entry of this formula, charge and spin), the calculation gives 244.4 kcal per mole. The highest occupied orbital energy comes out at -8.98 eV.

```
! wB97M-V def2-TZVPD RIJCOSX def2/J DEFGRID3
* xyz 0 1
C -1.891 -1.044 0.289
C 1.072 -1.191 0.432
C -0.334 1.090 -0.164
H -1.779 -1.160 1.478
H -1.528 -2.482 -0.043
H -3.218 -0.757 -0.433
H 0.646 -0.801 1.367
H 1.678 -2.036 0.335
H 1.690 1.957 0.149
N -0.758 -0.184 -0.401
N 1.072 1.022 -0.279
O 0.160 -1.165 -0.640
O 1.790 -0.022 0.189
O -1.046 1.972 0.272
*
```